{
  "formula": "C20H51O4S3",
  "method": "ωB97M-V/def2-TZVPD",
  "species": ["C", "C", "O", "H", "H", "H", "H", "H", "C", "S", "O", "C", "H", "H", "H", "H", "H", "H", "C", "S", "O", "C", "H", "H", "H", "H", "H", "H", "C", "S", "O", "C", "H", "H", "H", "H", "H", "H", "C", "C", "C", "C", "C", "C", "H", "H", "H", "H", "H", "H", "H", "H", "H", "H", "H", "H", "H", "H", "C", "C", "C", "C", "C", "C", "H", "H", "H", "H", "H", "H", "H", "H", "H", "H", "H", "H", "H", "H"],
  "coordinates": [[0.10, 0.50, 2.50], [0.97, -0.29, 1.49], [2.31, -0.33, 1.62], [0.59, 0.66, 3.46], [-0.85, 0.04, 2.78], [-0.06, 1.45, 1.99], [0.73, 0.05, 0.49], [0.55, -1.28, 1.30], [5.60, -1.81, -3.52], [6.64, -0.33, -3.84], [7.38, -0.10, -2.56], [7.75, -1.04, -5.15], [6.06, -2.50, -2.81], [5.38, -2.24, -4.50], [4.67, -1.58, -3.00], [7.26, -1.37, -6.06], [8.31, -1.93, -4.85], [8.56, -0.39, -5.48], [1.57, -6.00, -0.47], [1.14, -5.75, -2.24], [0.79, -7.17, -2.67], [-0.51, -4.87, -2.09], [0.70, -6.32, 0.11], [2.11, -5.20, 0.03], [2.37, -6.73, -0.47], [-1.21, -5.50, -1.54], [-0.84, -4.58, -3.09], [-0.39, -3.95, -1.52], [5.02, 6.54, -0.52], [4.81, 4.88, 0.21], [6.08, 4.65, 1.01], [3.47, 5.24, 1.43], [5.75, 6.48, -1.33], [5.33, 7.20, 0.28], [4.10, 6.98, -0.90], [2.60, 5.65, 0.93], [3.90, 5.94, 2.15], [3.27, 4.29, 1.92], [1.78, 3.21, -4.42], [0.26, 2.82, -4.43], [-0.41, 3.68, -3.38], [-1.80, 3.13, -2.96], [-2.42, 3.89, -1.81], [-3.92, 3.63, -1.59], [2.26, 3.01, -3.47], [1.99, 4.23, -4.75], [2.30, 2.55, -5.12], [-0.19, 2.99, -5.41], [0.16, 1.75, -4.26], [-0.58, 4.66, -3.83], [0.12, 3.85, -2.45], [-2.48, 3.22, -3.81], [-1.68, 2.07, -2.72], [-1.91, 3.53, -0.91], [-2.23, 4.96, -1.85], [-4.32, 4.23, -0.77], [-4.57, 4.00, -2.39], [-4.13, 2.59, -1.32], [-7.17, -1.24, 4.32], [-6.81, -2.00, 5.63], [-5.34, -2.41, 5.86], [-4.85, -3.50, 4.88], [-3.27, -3.69, 4.99], [-2.71, -4.40, 3.71], [-6.64, -0.29, 4.26], [-8.21, -0.90, 4.37], [-7.10, -1.77, 3.37], [-7.09, -1.42, 6.50], [-7.42, -2.90, 5.64], [-5.31, -2.94, 6.81], [-4.75, -1.51, 6.03], [-5.31, -4.47, 5.00], [-5.04, -3.20, 3.85], [-2.66, -2.82, 5.22], [-3.05, -4.27, 5.89], [-1.63, -4.41, 3.81], [-3.05, -5.42, 3.55], [-2.84, -3.71, 2.88]],
  "total_energy_ha": -2287.93653,
  "molar_mass_g_mol": 451.825,
  "charge": -1,
  "gap_ev": 4.32,
  "homo_energy_ha": -0.077,
  "spin_multiplicity": 1
}

{
  "formula": "C87H168F18N20O36S18",
  "method": "ωB97M-V/def2-TZVPD",
  "species": ["C", "N", "C", "C", "C", "C", "C", "C", "C", "C", "N", "C", "C", "C", "H", "H", "H", "H", "H", "H", "H", "H", "H", "H", "H", "H", "H", "H", "C", "N", "C", "C", "C", "C", "C", "C", "C", "C", "N", "C", "C", "C", "H", "H", "H", "H", "H", "H", "H", "H", "H", "H", "H", "H", "H", "H", "C", "C", "C", "N", "C", "C", "C", "C", "C", "C", "H", "H", "H", "H", "H", "H", "H", "H", "H", "H", "H", "H", "H", "H", "H", "H", "H", "H", "H", "H", "C", "C", "C", "N", "C", "C", "C", "C", "C", "C", "H", "H", "H", "H", "H", "H", "H", "H", "H", "H", "H", "H", "H", "H", "H", "H", "H", "H", "H", "H", "C", "C", "C", "N", "C", "C", "C", "C", "C", "C", "H", "H", "H", "H", "H", "H", "H", "H", "H", "H", "H", "H", "H", "H", "H", "H", "H", "H", "H", "H", "C", "C", "C", "N", "C", "C", "C", "C", "C", "C", "H", "H", "H", "H", "H", "H", "H", "H", "H", "H", "H", "H", "H", "H", "H", "H", "H", "H", "H", "H", "C", "C", "C", "N", "C", "C", "C", "C", "C", "C", "H", "H", "H", "H", "H", "H", "H", "H", "H", "H", "H", "H", "H", "H", "H", "H", "H", "H", "H", "H", "C", "C", "C", "N", "C", "C", "C", "C", "C", "C", "H", "H", "H", "H", "H", "H", "H", "H", "H", "H", "H", "H", "H", "H", "H", "H", "H", "H", "H", "H", "C", "C", "C", "N", "C", "C", "C", "C", "C", "C", "H", "H", "H", "H", "H", "H", "H", "H", "H", "H", "H", "H", "H", "H", "H", "H", "H", "H", "H", "H", "N", "S", "O", "O", "F", "S", "O", "O", "F", "N", "S", "O", "O", "F", "S", "O", "O", "F", "N", "S", "O", "O", "F", "S", "O", "O", "F", "N", "S", "O", "O", "F", "S", "O", "O", "F", "N", "S", "O", "O", "F", "S", "O", "O", "F", "N", "S", "O", "O", "F", "S", "O", "O", "F", "N", "S", "O", "O", "F", "S", "O", "O", "F", "N", "S", "O", "O", "F", "S", "O", "O", "F", "N", "S", "O", "O", "F", "S", "O", "O", "F"],
  "coordinates": [[7.15, 2.27, 0.67], [6.82, 0.98, 0.03], [6.96, -0.14, 0.71], [6.88, -1.38, 0.15], [6.49, -1.48, -1.17], [6.37, -0.25, -1.88], [6.62, 0.98, -1.27], [6.25, -2.79, -1.94], [6.83, -2.98, -3.22], [6.53, -4.16, -3.89], [5.80, -5.13, -3.31], [5.27, -4.99, -2.04], [5.45, -3.78, -1.41], [5.30, -6.28, -4.09], [6.57, 3.06, 0.19], [8.21, 2.27, 0.42], [6.93, 2.20, 1.73], [7.12, -0.01, 1.77], [7.10, -2.17, 0.85], [6.03, -0.25, -2.91], [6.54, 1.90, -1.82], [7.46, -2.18, -3.59], [6.81, -4.27, -4.93], [4.68, -5.79, -1.63], [5.10, -3.54, -0.42], [5.90, -6.52, -4.96], [4.33, -6.04, -4.51], [5.14, -7.18, -3.48], [4.69, 8.40, 7.73], [4.36, 7.03, 7.57], [5.34, 6.11, 7.67], [5.05, 4.77, 7.51], [3.81, 4.35, 7.08], [2.84, 5.30, 6.90], [3.12, 6.61, 7.24], [3.53, 2.93, 6.82], [4.52, 2.02, 6.56], [4.13, 0.70, 6.34], [2.89, 0.16, 6.53], [1.91, 1.02, 6.91], [2.23, 2.37, 7.11], [2.61, -1.29, 6.31], [4.03, 8.74, 8.53], [4.28, 8.91, 6.86], [5.73, 8.50, 8.04], [6.37, 6.41, 7.84], [5.84, 4.05, 7.65], [1.86, 5.12, 6.49], [2.37, 7.39, 7.19], [5.56, 2.34, 6.53], [4.90, -0.04, 6.14], [0.97, 0.52, 7.07], [1.42, 2.98, 7.48], [3.24, -1.80, 7.04], [2.90, -1.55, 5.30], [1.56, -1.57, 6.45], [-5.82, -0.68, 2.79], [-6.48, 0.41, 3.59], [-6.90, 1.64, 2.76], [-7.64, 2.83, 3.43], [-6.71, 3.35, 4.52], [-7.37, 4.44, 5.28], [-8.80, 4.04, 5.79], [-9.70, 3.38, 4.80], [-8.99, 2.32, 3.92], [-7.93, 3.90, 2.33], [-4.89, -0.24, 2.44], [-6.39, -0.99, 1.91], [-5.61, -1.61, 3.31], [-5.76, 0.65, 4.37], [-7.32, -0.02, 4.13], [-7.54, 1.26, 1.96], [-6.00, 1.96, 2.24], [-6.49, 2.57, 5.24], [-5.73, 3.59, 4.10], [-6.81, 4.67, 6.19], [-7.54, 5.34, 4.69], [-8.71, 3.33, 6.61], [-9.34, 4.91, 6.16], [-10.60, 2.96, 5.26], [-10.12, 4.19, 4.20], [-8.83, 1.43, 4.53], [-9.48, 1.96, 3.01], [-6.98, 4.33, 2.01], [-8.62, 4.62, 2.77], [-8.33, 3.42, 1.44], [1.51, 1.37, -7.39], [1.08, 2.80, -7.62], [1.49, 3.76, -6.49], [1.23, 5.30, -6.65], [-0.32, 5.52, -6.94], [-1.23, 4.97, -5.82], [-0.92, 5.76, -4.50], [0.59, 5.57, -4.19], [1.49, 6.14, -5.31], [2.08, 6.07, -7.70], [2.57, 1.31, -7.16], [1.29, 0.75, -8.26], [1.10, 0.94, -6.47], [0.03, 2.80, -7.92], [1.66, 3.03, -8.51], [2.58, 3.86, -6.45], [0.97, 3.38, -5.61], [-0.51, 5.09, -7.93], [-0.63, 6.56, -6.97], [-1.14, 3.90, -5.68], [-2.22, 5.12, -6.26], [-1.55, 5.25, -3.77], [-1.30, 6.78, -4.43], [0.78, 4.52, -4.00], [0.84, 6.08, -3.26], [2.51, 6.07, -4.93], [1.25, 7.18, -5.52], [1.66, 7.07, -7.72], [2.02, 5.53, -8.64], [3.12, 6.21, -7.42], [2.61, 3.50, 3.40], [1.37, 4.12, 2.76], [0.44, 4.87, 3.74], [-0.85, 5.41, 3.02], [-1.89, 4.25, 2.90], [-3.30, 4.67, 2.49], [-3.87, 5.84, 3.38], [-2.79, 7.01, 3.35], [-1.40, 6.58, 3.86], [-0.49, 6.04, 1.68], [2.26, 2.77, 4.13], [3.26, 4.17, 3.97], [3.33, 2.92, 2.82], [0.77, 3.38, 2.24], [1.73, 4.71, 1.91], [0.97, 5.74, 4.11], [0.14, 4.17, 4.53], [-1.84, 3.81, 3.90], [-1.50, 3.60, 2.12], [-4.01, 3.88, 2.26], [-3.26, 5.18, 1.52], [-4.11, 5.54, 4.40], [-4.88, 6.10, 3.05], [-3.09, 7.69, 4.14], [-2.85, 7.59, 2.44], [-1.29, 6.36, 4.92], [-0.71, 7.42, 3.74], [-0.20, 5.32, 0.92], [0.34, 6.72, 1.88], [-1.37, 6.53, 1.26], [3.36, -0.11, 2.40], [2.67, -1.40, 1.92], [1.39, -1.07, 1.15], [0.89, -2.16, 0.16], [1.87, -2.72, -0.89], [2.32, -1.64, -1.94], [1.10, -1.11, -2.78], [0.00, -0.60, -1.73], [-0.36, -1.65, -0.63], [0.45, -3.38, 1.00], [4.39, -0.31, 2.70], [2.74, 0.28, 3.21], [3.41, 0.69, 1.66], [2.36, -2.13, 2.67], [3.41, -1.89, 1.28], [1.39, -0.11, 0.62], [0.61, -1.00, 1.91], [2.73, -3.10, -0.34], [1.40, -3.56, -1.41], [2.79, -0.92, -1.28], [3.04, -2.03, -2.66], [1.44, -0.34, -3.48], [0.69, -1.87, -3.44], [0.31, 0.36, -1.32], [-0.89, -0.23, -2.24], [-0.99, -1.17, 0.12], [-0.82, -2.52, -1.09], [1.33, -3.98, 1.21], [-0.25, -3.94, 0.38], [-0.06, -3.13, 1.94], [3.59, -10.41, 2.64], [2.10, -10.00, 3.04], [2.00, -8.48, 3.23], [0.77, -7.94, 4.04], [0.54, -6.42, 3.63], [1.59, -5.49, 4.20], [1.43, -5.61, 5.70], [1.86, -7.07, 6.17], [1.00, -8.23, 5.51], [-0.51, -8.77, 3.64], [3.93, -9.75, 1.84], [3.53, -11.45, 2.33], [4.32, -10.27, 3.44], [1.65, -10.63, 3.80], [1.56, -10.19, 2.11], [1.96, -8.05, 2.23], [2.84, -8.15, 3.84], [0.40, -6.34, 2.55], [-0.39, -6.19, 4.15], [2.60, -5.67, 3.85], [1.27, -4.52, 3.80], [2.08, -4.88, 6.19], [0.40, -5.36, 5.95], [2.92, -7.30, 6.03], [1.62, -7.23, 7.22], [1.50, -9.20, 5.50], [0.04, -8.31, 6.00], [-1.36, -8.31, 4.14], [-0.41, -9.82, 3.92], [-0.65, -8.56, 2.58], [-4.30, 1.70, -4.38], [-5.70, 1.74, -4.96], [-5.84, 1.53, -6.50], [-7.32, 1.47, -7.08], [-8.24, 2.66, -6.65], [-9.62, 2.67, -7.39], [-9.45, 2.54, -8.89], [-8.43, 1.41, -9.38], [-7.14, 1.63, -8.64], [-8.02, 0.17, -6.66], [-4.44, 1.44, -3.33], [-3.81, 2.67, -4.33], [-3.64, 1.04, -4.93], [-6.18, 2.68, -4.72], [-6.30, 1.01, -4.41], [-5.32, 0.63, -6.84], [-5.19, 2.24, -7.01], [-7.61, 3.54, -6.81], [-8.32, 2.51, -5.57], [-10.13, 3.59, -7.13], [-10.21, 1.93, -6.85], [-9.05, 3.49, -9.25], [-10.42, 2.45, -9.39], [-8.12, 1.57, -10.41], [-8.87, 0.41, -9.39], [-6.68, 2.61, -8.75], [-6.48, 0.81, -8.93], [-7.96, 0.40, -5.60], [-7.32, -0.62, -6.93], [-9.02, 0.12, -7.08], [-0.27, -2.78, -5.80], [-1.25, -3.52, -4.87], [-2.72, -3.32, -5.29], [-3.77, -3.91, -4.38], [-3.88, -3.17, -3.02], [-4.46, -1.80, -3.23], [-5.93, -1.92, -3.83], [-5.85, -2.68, -5.20], [-5.11, -4.04, -5.07], [-3.46, -5.37, -4.06], [0.75, -2.89, -5.42], [-0.53, -1.76, -6.06], [-0.30, -3.28, -6.77], [-1.12, -3.09, -3.88], [-0.98, -4.57, -4.79], [-2.81, -3.84, -6.25], [-3.10, -2.32, -5.50], [-2.90, -3.04, -2.56], [-4.48, -3.82, -2.39], [-3.95, -1.05, -3.84], [-4.61, -1.40, -2.23], [-6.39, -0.95, -4.04], [-6.60, -2.45, -3.17], [-5.39, -2.02, -5.94], [-6.89, -2.88, -5.44], [-5.07, -4.56, -6.02], [-5.76, -4.61, -4.41], [-2.54, -5.47, -3.48], [-3.32, -5.90, -5.00], [-4.27, -5.86, -3.52], [-4.03, -5.09, -0.26], [-2.52, -5.79, -0.32], [-2.01, -6.52, 0.84], [-1.53, -5.06, -1.18], [-3.04, -7.01, -1.22], [-3.86, -4.43, 1.06], [-2.62, -3.64, 1.26], [-4.34, -5.24, 2.20], [-5.01, -3.27, 1.03], [6.14, 6.66, 4.75], [5.26, 6.72, 3.34], [3.82, 6.55, 3.55], [5.84, 6.44, 2.01], [5.28, 8.35, 3.35], [6.77, 5.43, 4.31], [7.99, 5.60, 3.52], [6.04, 4.15, 4.12], [7.44, 5.23, 5.76], [4.92, -3.83, -6.87], [3.77, -4.75, -7.67], [3.70, -4.51, -9.09], [2.49, -5.21, -7.00], [4.68, -6.13, -7.58], [3.91, -2.90, -6.22], [3.28, -3.36, -4.98], [3.17, -2.07, -7.14], [4.99, -1.85, -5.53], [4.47, 3.07, -1.88], [3.07, 3.13, -0.98], [2.63, 1.87, -0.30], [2.04, 4.13, -1.37], [3.77, 4.02, 0.17], [3.77, 2.50, -3.05], [3.07, 3.41, -3.97], [3.47, 1.10, -2.95], [5.10, 2.47, -3.90], [6.09, -4.40, 2.00], [5.81, -4.02, 3.37], [6.56, -4.75, 4.37], [4.56, -3.34, 3.76], [6.64, -2.66, 3.16], [4.90, -5.65, 1.93], [3.70, -5.40, 1.09], [4.70, -6.61, 3.02], [5.64, -6.52, 0.85], [7.26, 0.74, 6.51], [7.81, -0.18, 5.47], [8.89, -0.99, 5.93], [7.83, 0.41, 4.09], [6.56, -1.22, 5.36], [8.59, 1.80, 6.41], [8.73, 2.67, 5.25], [9.79, 1.45, 7.23], [7.97, 2.84, 7.42], [2.59, -6.91, -2.37], [1.75, -7.47, -1.29], [1.00, -8.67, -1.63], [1.21, -6.56, -0.28], [2.98, -8.08, -0.40], [1.26, -6.30, -3.24], [1.14, -4.85, -3.15], [0.12, -7.15, -3.71], [2.01, -6.26, -4.66], [-0.88, -0.20, 5.49], [-1.55, 0.84, 4.63], [-3.01, 0.84, 4.49], [-0.90, 1.22, 3.43], [-1.37, 2.12, 5.60], [-1.61, -1.51, 4.67], [-1.64, -1.60, 3.19], [-2.75, -2.03, 5.37], [-0.47, -2.59, 5.12], [-3.08, 3.11, -0.20], [-1.54, 3.04, -0.83], [-1.56, 2.68, -2.23], [-0.41, 2.66, 0.02], [-1.45, 4.59, -1.03], [-3.10, 1.63, 0.18], [-2.87, 1.22, 1.56], [-2.81, 0.61, -0.80], [-4.68, 1.48, 0.21]],
  "total_energy_ha": -16183.21933,
  "molar_mass_g_mol": 2989.575,
  "charge": 2,
  "gap_ev": 6.25,
  "homo_energy_ha": -0.410,
  "spin_multiplicity": 1
}

Q: Among the records above, which one has the lowest charge?
A: C20H51O4S3

Q: Number 1 is which compound?
A: C20H51O4S3

Repeat the first record exactly.
{
  "formula": "C20H51O4S3",
  "method": "ωB97M-V/def2-TZVPD",
  "species": ["C", "C", "O", "H", "H", "H", "H", "H", "C", "S", "O", "C", "H", "H", "H", "H", "H", "H", "C", "S", "O", "C", "H", "H", "H", "H", "H", "H", "C", "S", "O", "C", "H", "H", "H", "H", "H", "H", "C", "C", "C", "C", "C", "C", "H", "H", "H", "H", "H", "H", "H", "H", "H", "H", "H", "H", "H", "H", "C", "C", "C", "C", "C", "C", "H", "H", "H", "H", "H", "H", "H", "H", "H", "H", "H", "H", "H", "H"],
  "coordinates": [[0.10, 0.50, 2.50], [0.97, -0.29, 1.49], [2.31, -0.33, 1.62], [0.59, 0.66, 3.46], [-0.85, 0.04, 2.78], [-0.06, 1.45, 1.99], [0.73, 0.05, 0.49], [0.55, -1.28, 1.30], [5.60, -1.81, -3.52], [6.64, -0.33, -3.84], [7.38, -0.10, -2.56], [7.75, -1.04, -5.15], [6.06, -2.50, -2.81], [5.38, -2.24, -4.50], [4.67, -1.58, -3.00], [7.26, -1.37, -6.06], [8.31, -1.93, -4.85], [8.56, -0.39, -5.48], [1.57, -6.00, -0.47], [1.14, -5.75, -2.24], [0.79, -7.17, -2.67], [-0.51, -4.87, -2.09], [0.70, -6.32, 0.11], [2.11, -5.20, 0.03], [2.37, -6.73, -0.47], [-1.21, -5.50, -1.54], [-0.84, -4.58, -3.09], [-0.39, -3.95, -1.52], [5.02, 6.54, -0.52], [4.81, 4.88, 0.21], [6.08, 4.65, 1.01], [3.47, 5.24, 1.43], [5.75, 6.48, -1.33], [5.33, 7.20, 0.28], [4.10, 6.98, -0.90], [2.60, 5.65, 0.93], [3.90, 5.94, 2.15], [3.27, 4.29, 1.92], [1.78, 3.21, -4.42], [0.26, 2.82, -4.43], [-0.41, 3.68, -3.38], [-1.80, 3.13, -2.96], [-2.42, 3.89, -1.81], [-3.92, 3.63, -1.59], [2.26, 3.01, -3.47], [1.99, 4.23, -4.75], [2.30, 2.55, -5.12], [-0.19, 2.99, -5.41], [0.16, 1.75, -4.26], [-0.58, 4.66, -3.83], [0.12, 3.85, -2.45], [-2.48, 3.22, -3.81], [-1.68, 2.07, -2.72], [-1.91, 3.53, -0.91], [-2.23, 4.96, -1.85], [-4.32, 4.23, -0.77], [-4.57, 4.00, -2.39], [-4.13, 2.59, -1.32], [-7.17, -1.24, 4.32], [-6.81, -2.00, 5.63], [-5.34, -2.41, 5.86], [-4.85, -3.50, 4.88], [-3.27, -3.69, 4.99], [-2.71, -4.40, 3.71], [-6.64, -0.29, 4.26], [-8.21, -0.90, 4.37], [-7.10, -1.77, 3.37], [-7.09, -1.42, 6.50], [-7.42, -2.90, 5.64], [-5.31, -2.94, 6.81], [-4.75, -1.51, 6.03], [-5.31, -4.47, 5.00], [-5.04, -3.20, 3.85], [-2.66, -2.82, 5.22], [-3.05, -4.27, 5.89], [-1.63, -4.41, 3.81], [-3.05, -5.42, 3.55], [-2.84, -3.71, 2.88]],
  "total_energy_ha": -2287.93653,
  "molar_mass_g_mol": 451.825,
  "charge": -1,
  "gap_ev": 4.32,
  "homo_energy_ha": -0.077,
  "spin_multiplicity": 1
}